1.
10 unconnected molecules or ions with the total composition C39H84BBrN13O19P2S. Source: OMol25; level of theory: ωB97M-V/def2-TZVPD.

Calculated values
frontier orbital gap = 0.2947 hartree

```
! RIJCOSX wB97M-V def2-TZVPD def2/J DEFGRID3
* xyz 1 1
C 1.5682 -1.9108 -0.0237
C 0.8370 -1.8578 -1.3857
B -0.5706 -1.2384 -1.1981
O -1.6256 -2.0806 -0.9072
C -1.0956 0.3056 -1.2463
C -2.1501 0.2029 -2.3843
N -1.5796 -0.5131 -3.5372
N -0.0886 1.3962 -1.6964
N 1.0031 1.0421 -2.5628
C 2.3589 1.1432 -2.0692
C 3.3388 1.8591 -2.9446
O 2.6413 0.6167 -1.0511
C 0.8007 1.3940 -3.9822
C 0.3527 2.7619 -4.3681
O 1.0534 0.5385 -4.7478
C 0.1458 2.3132 -0.4770
Br 1.0773 3.8828 -1.0094
O 0.7523 1.5613 0.4983
C 1.8375 2.0582 1.3388
C 2.0046 1.0766 2.5067
C 1.2539 1.6208 3.7453
C 3.4698 0.7682 2.8874
C 3.7824 -0.7279 3.1433
C 4.2860 -1.4712 1.8805
C 2.6192 -1.5003 3.7853
C -1.3065 2.4977 -0.0066
C -1.4995 3.1436 1.3719
C -1.3041 4.6479 1.4086
O -2.1251 5.4174 1.0896
O -0.0611 5.0600 1.8245
N -2.1985 3.1705 -0.9275
C -2.0602 4.0940 -1.6923
S -1.9271 5.2098 -2.7750
C -1.7919 0.9563 0.0384
O -3.1923 1.0511 -0.0535
P -1.4671 0.1845 1.7323
P -2.8228 -1.5064 1.9548
O -2.0771 -2.7848 2.0488
O -3.9979 -1.4489 0.8747
O -3.6200 -1.1802 3.3010
H 1.5248 -0.9529 0.5001
H 2.6190 -2.1524 -0.1972
H 1.1551 -2.7055 0.5972
H 1.4648 -1.4077 -2.1544
H 0.6903 -2.9053 -1.6973
H -1.5172 -2.9120 -1.3926
H -2.9928 -0.3733 -2.0059
H -2.5543 1.1910 -2.6427
H -2.1529 -1.3188 -3.7655
H -1.5711 0.0466 -4.3817
H -0.6884 1.9816 -2.2956
H 3.6588 1.2151 -3.7706
H 4.2138 2.0646 -2.3219
H 2.9509 2.7991 -3.3394
H -0.1570 3.3182 -3.5790
H 1.2186 3.3451 -4.7119
H -0.3281 2.6573 -5.2198
H 1.5397 3.0328 1.7323
H 2.7540 2.1633 0.7504
H 1.5151 0.1440 2.2166
H 0.3880 2.2323 3.4823
H 1.9170 2.2305 4.3691
H 0.8789 0.8067 4.3671
H 4.1817 1.1237 2.1337
H 3.6952 1.3232 3.8062
H 4.6255 -0.7315 3.8458
H 4.2097 -0.8421 0.9886
H 3.7203 -2.3913 1.7167
H 5.3382 -1.7538 1.9982
H 3.0126 -2.4214 4.2348
H 2.1144 -0.9511 4.5817
H 1.9004 -1.8197 3.0236
H -2.5415 2.9503 1.6521
H -0.8581 2.6848 2.1175
H 0.0096 5.0147 2.7915
H -3.5865 0.1684 -0.1281
H -0.2816 -0.5232 1.5273
H -4.2423 -2.3392 0.5751
H -3.1801 -1.6388 4.0470
O 2.0356 5.2430 -5.3092
C 1.4324 6.3060 -5.3534
N 0.0866 6.3306 -5.1398
C 2.1068 7.6213 -5.6181
H -0.4595 7.1725 -5.1461
H -0.3720 5.4513 -4.9823
H 2.6003 7.5734 -6.5869
H 2.8632 7.8202 -4.8623
H 1.4002 8.4512 -5.6226
O 6.0069 -2.6510 -5.6667
C 5.0107 -1.9602 -5.6199
N 4.5376 -1.4662 -4.4395
C 4.2135 -1.5988 -6.8519
H 3.7039 -0.9112 -4.3884
H 5.0373 -1.6954 -3.5968
H 3.8768 -2.5170 -7.3298
H 4.8643 -1.0696 -7.5455
H 3.3468 -0.9763 -6.6306
O 4.2028 9.4294 -4.5765
C 4.3331 10.2564 -3.6916
N 3.3519 10.4982 -2.7822
C 5.5906 11.0769 -3.5413
H 3.4482 11.1819 -2.0552
H 2.4931 9.9812 -2.8554
H 5.7511 11.6381 -4.4598
H 6.4325 10.4015 -3.4012
H 5.5484 11.7714 -2.7038
O -2.8719 -7.4746 4.6423
C -3.1599 -6.5694 3.8886
N -2.2577 -5.6052 3.5442
C -4.5339 -6.4351 3.2709
H -2.4447 -4.8424 2.9132
H -1.3381 -5.6702 3.9480
H -5.2696 -6.3559 4.0690
H -4.7495 -7.3338 2.6959
H -4.6207 -5.5651 2.6196
O -0.5020 -1.0942 4.4697
C -1.2297 -1.8973 5.0212
N -2.5304 -1.5929 5.3204
C -0.7516 -3.2709 5.4150
H -3.1375 -2.2323 5.8027
H -2.8527 -0.6552 5.1325
H 0.0927 -3.1644 6.0937
H -0.4061 -3.7835 4.5184
H -1.5219 -3.8702 5.8980
O -8.9089 1.0697 3.6963
C -7.8760 0.4630 3.4886
N -6.8946 0.3417 4.4154
C -7.6011 -0.2163 2.1632
H -6.0547 -0.1764 4.2392
H -7.0357 0.7389 5.3332
H -7.6283 0.5279 1.3688
H -8.3762 -0.9549 1.9661
H -6.6301 -0.7138 2.1445
O -7.3032 -0.0890 7.3090
C -8.2347 -0.4449 8.0123
N -8.0722 -1.3453 9.0123
C -9.6294 0.0927 7.8116
H -8.8307 -1.6448 9.5958
H -7.1533 -1.7201 9.1724
H -9.9480 -0.1354 6.7957
H -9.6054 1.1749 7.9239
H -10.3492 -0.3223 8.5153
O 5.5084 -7.7838 -7.2600
C 6.3803 -6.9456 -7.3845
N 7.1794 -6.9030 -8.4865
C 6.6442 -5.8893 -6.3380
H 7.9018 -6.2183 -8.6035
H 7.0325 -7.5920 -9.2039
H 6.8894 -6.3815 -5.3986
H 5.7434 -5.2974 -6.1946
H 7.4554 -5.2154 -6.6074
O 1.2966 -5.2165 -0.3296
C 0.6667 -5.9999 0.3587
N -0.5534 -5.6729 0.8620
C 1.1849 -7.3744 0.7029
H -1.1096 -6.2885 1.4271
H -0.9172 -4.7570 0.6490
H 2.1342 -7.2696 1.2252
H 1.3619 -7.9216 -0.2212
H 0.4964 -7.9428 1.3265
*
```

---

2.
13 unconnected molecules or ions with the total composition C39H84O41P2. Source: OMol25; level of theory: ωB97M-V/def2-TZVPD.

Calculated values
frontier orbital gap = 0.3786 hartree

```
! RIJCOSX wB97M-V def2-TZVPD def2/J DEFGRID3
* xyz 0 1
C 0.9181 7.8387 11.8065
O 1.0598 6.7536 10.8762
P 0.1330 6.7436 9.5577
O 0.1052 5.5005 8.8330
O -1.2545 7.2016 10.1934
C -1.9358 6.2171 10.9484
O 0.5821 8.0439 8.6518
C 1.4124 7.8496 7.5297
H 0.0053 8.4133 11.6490
H 1.6053 8.6698 11.6478
H 0.9361 7.4720 12.8328
H -2.0112 6.7529 11.8946
H -1.5461 5.2149 11.1274
H -2.8845 6.1728 10.4136
H 0.7817 7.8379 6.6407
H 1.9539 6.9062 7.6003
H 2.2185 8.5763 7.4297
C 0.9529 2.1017 -7.2536
O 0.2927 2.5868 -8.3587
P 0.9697 2.5121 -9.8612
O 0.0404 2.8926 -10.9696
O 1.5848 1.0145 -9.9208
C 2.2894 0.5359 -11.0965
O 2.2671 3.5152 -9.7500
C 2.2585 4.9047 -9.3346
H 0.9673 2.8831 -6.4937
H 1.9878 1.8847 -7.5183
H 0.3969 1.1741 -7.1181
H 3.3271 0.2178 -10.9963
H 2.3393 1.3351 -11.8360
H 1.7487 -0.3238 -11.4922
H 2.7309 5.5076 -10.1101
H 2.8615 5.0564 -8.4393
H 1.2324 5.2257 -9.1552
C -4.5667 -3.7448 2.8032
O -5.3843 -4.8431 2.3284
C -5.0586 -5.5162 1.2308
O -3.9583 -5.4038 0.6111
O -6.0815 -6.3263 0.9059
C -5.8124 -7.4147 0.0410
H -4.6975 -2.7865 2.3007
H -3.5146 -3.9707 2.6293
H -4.5826 -3.5696 3.8789
H -5.1836 -8.1921 0.4751
H -5.3983 -7.0555 -0.9012
H -6.7693 -7.8648 -0.2231
C -0.1925 -14.1527 2.5540
O -0.2626 -12.7959 2.1887
C 0.3265 -11.8219 2.8658
O 1.0395 -11.9803 3.9126
O -0.0667 -10.6537 2.3524
C 0.5059 -9.3673 2.6847
H -1.0440 -14.7667 2.2609
H 0.0528 -14.2896 3.6072
H 0.6054 -14.6608 2.0124
H -0.0489 -8.5653 2.1977
H 1.5366 -9.3150 2.3338
H 0.5443 -9.1728 3.7565
C 6.7497 -5.2641 2.2845
O 6.3335 -5.0559 3.6730
C 5.2759 -4.4388 3.9766
O 4.4572 -4.0269 3.1751
O 5.1878 -4.4277 5.2301
C 3.9689 -4.1337 5.9301
H 7.7772 -5.6270 2.2611
H 6.7055 -4.3663 1.6678
H 6.2324 -5.9379 1.6015
H 4.1065 -4.1427 7.0113
H 3.2447 -4.9405 5.8171
H 3.6100 -3.1817 5.5390
C 0.9439 -1.2873 -0.8006
O 0.4137 -0.5381 0.2585
C 0.8731 0.7517 0.4132
O 1.7348 1.3395 -0.3151
O 0.1368 1.3474 1.4096
C 0.3133 2.6975 1.6877
H 2.0235 -1.3889 -0.6903
H 0.9579 -0.7555 -1.7519
H 0.6060 -2.3026 -1.0083
H 1.3769 2.9350 1.7057
H -0.1450 2.9275 2.6495
H -0.0698 3.3153 0.8755
C 9.4414 -3.3261 -5.4286
O 9.1643 -2.3719 -4.4263
C 8.1548 -1.4773 -4.5617
O 7.3128 -1.4751 -5.4385
O 8.3919 -0.6467 -3.6492
C 7.6682 0.5335 -3.5733
H 9.8201 -2.7298 -6.2588
H 8.4682 -3.7219 -5.7189
H 10.0969 -4.1838 -5.2779
H 7.5167 0.9162 -2.5640
H 6.6389 0.4725 -3.9266
H 8.1523 1.4435 -3.9279
C -3.6174 9.4311 4.4753
O -3.3579 10.6509 3.9549
C -2.7071 10.7568 2.7308
O -2.2341 9.8555 2.0287
O -2.8713 11.9822 2.2896
C -2.5701 12.2566 0.9112
H -4.1392 9.5271 5.4274
H -2.6895 8.9118 4.7150
H -4.1424 8.7048 3.8548
H -3.1513 13.1628 0.7400
H -2.8588 11.5387 0.1435
H -1.5144 12.5275 0.9032
C -4.2712 -0.2277 -2.6872
O -4.0524 1.0900 -2.4030
C -4.6620 1.8381 -1.5832
O -5.6892 1.5501 -0.9009
O -3.9715 3.0419 -1.5827
C -4.5937 4.2016 -0.9324
H -5.1789 -0.4725 -2.1356
H -3.5100 -0.9135 -2.3153
H -4.3981 -0.4498 -3.7468
H -3.9249 5.0500 -1.0772
H -4.7023 4.0593 0.1429
H -5.6036 4.4286 -1.2740
C 0.3450 8.4214 -3.0315
O 1.4664 8.9917 -3.6784
C 2.7039 8.9726 -3.0818
O 3.7469 9.5082 -3.5655
O 2.6450 8.3215 -1.9133
C 3.7813 8.2070 -1.0741
H 0.5981 7.4317 -2.6513
H -0.5248 8.4929 -3.6845
H -0.0070 9.0716 -2.2305
H 4.3315 7.2770 -1.2174
H 3.3272 8.2733 -0.0854
H 4.4818 9.0421 -1.0776
C -2.9691 -3.4052 -8.7299
O -3.1880 -4.5495 -7.9142
C -2.1254 -5.3255 -7.4002
O -0.8918 -5.1820 -7.5194
O -2.6404 -6.2215 -6.6493
C -1.8895 -7.0611 -5.7414
H -2.6857 -3.5523 -9.7721
H -2.1696 -2.8397 -8.2512
H -3.8633 -2.7844 -8.7850
H -1.3406 -6.4573 -5.0187
H -1.1457 -7.7069 -6.2081
H -2.5958 -7.6914 -5.2011
C -6.9953 2.3611 5.5795
O -7.3014 3.2700 6.7012
C -8.5481 3.5522 7.1127
O -8.9335 4.4151 7.9109
O -9.3306 2.6082 6.5695
C -10.5828 2.2652 7.2356
H -7.5540 2.4971 4.6535
H -7.0594 1.3170 5.8858
H -5.9319 2.5326 5.4123
H -10.2662 1.9614 8.2334
H -10.8968 1.3074 6.8205
H -11.2816 3.1013 7.2617
C 4.0084 -11.9266 -1.9504
O 3.4548 -10.5946 -2.0351
C 4.1502 -9.7647 -2.8235
O 5.2540 -10.0129 -3.4455
O 3.6382 -8.5795 -2.7159
C 4.0700 -7.5079 -3.4884
H 3.3337 -12.5094 -1.3233
H 5.0426 -11.8518 -1.6144
H 4.0843 -12.3244 -2.9624
H 4.3862 -6.8334 -2.6927
H 3.2818 -7.1913 -4.1715
H 5.0418 -7.7183 -3.9350
*
```

---

3.
5 unconnected molecules or ions with the total composition C39H87N4O18P4. Source: OMol25; level of theory: ωB97M-V/def2-TZVPD.

Calculated values
frontier orbital gap = 0.2119 hartree

```
! RIJCOSX wB97M-V def2-TZVPD def2/J DEFGRID3
* xyz 1 1
C 1.2736 2.2723 2.7710
C 0.4578 3.4317 3.3075
C -0.9463 3.8041 2.5823
N -2.1121 4.1701 3.4569
C -1.9725 3.8584 4.9524
C -2.0089 2.2146 5.2635
C -3.2529 1.4446 4.5107
C -3.7302 0.1808 5.4969
C -5.0180 -0.6404 4.8688
C -4.6323 -1.4709 3.4696
C -5.2080 -0.6075 2.1992
C -4.4320 -0.9527 0.7582
C -3.1551 0.0405 0.5077
C -1.7431 -0.7046 0.1429
C -1.4391 -2.0814 0.9768
C -1.3363 -3.4343 0.0569
C -2.3779 -3.4994 -1.2073
C -1.4691 -3.1574 -2.5692
C -2.3692 -2.6335 -3.8357
C -2.4839 -0.9703 -3.9202
C -3.2963 4.7598 3.0296
N -4.5192 5.2146 3.8112
C -5.6047 5.8639 2.9819
N -4.9193 5.7327 1.6053
N -3.6809 5.1140 1.5958
C -2.9895 4.9198 0.2794
C -3.9122 4.9992 -1.0637
C -5.1880 3.9715 -1.1105
C -4.8778 2.5672 -1.9354
O -3.9241 2.4176 -2.8640
O -5.7176 1.3981 -1.5410
C -6.5719 0.9564 -2.6542
C -5.8674 -0.4213 -3.2629
H 2.4081 2.4228 2.4862
H 0.7581 1.2166 2.7114
H 0.8924 3.9661 4.2533
H -1.2868 2.9161 1.8782
H -0.7289 4.7553 1.8937
H -1.0163 4.3798 5.4414
H -2.8771 4.2798 5.6012
H -2.1597 2.1482 6.4459
H -0.9514 1.7493 5.0560
H -4.1589 2.1355 4.2413
H -2.7721 0.9067 3.5605
H -2.8163 -0.5824 5.4586
H -3.8655 0.5071 6.6123
H -5.3230 -1.4575 5.6779
H -5.9433 0.0575 4.7028
H -5.1727 -2.5274 3.5983
H -3.4700 -1.6114 3.4782
H -5.2709 0.5441 2.4178
H -6.3322 -0.9662 2.0269
H -4.2086 -2.0966 0.6638
H -5.2500 -0.7121 -0.0775
H -3.4327 0.7070 -0.4431
H -3.0896 0.7986 1.4073
H -1.6914 -0.8028 -1.0230
H -0.8767 0.0610 0.4401
H -0.3837 -1.9664 1.5228
H -2.2112 -2.3116 1.8412
H -0.2530 -3.6513 -0.3586
H -1.6231 -4.3473 0.7700
H -2.9466 -4.5244 -1.3264
H -3.2179 -2.6634 -1.1930
H -0.6843 -2.3356 -2.2230
H -0.8592 -4.1441 -2.8040
H -1.7926 -2.9486 -4.8276
H -3.4345 -3.1433 -3.9228
H -3.2346 -0.6910 -4.7990
H -1.4525 -0.4667 -4.2231
H -2.9000 -0.5156 -2.9114
H -6.6498 6.3132 3.2588
H -5.5217 6.1504 0.8662
H -2.1343 5.7380 0.2046
H -2.5101 3.8260 0.2833
H -4.2512 6.1362 -1.1901
H -3.2170 4.7873 -2.0088
H -6.0338 4.5217 -1.7476
H -5.6899 3.7798 -0.0486
H -6.6972 1.7909 -3.4666
H -7.6050 0.6195 -2.1626
H -6.6633 -1.2911 -3.3579
H -5.0588 -0.7936 -2.4685
H -5.2947 -0.2072 -4.2655
C 3.6815 0.0340 -0.5363
O 4.8724 -0.4029 0.0977
P 5.6804 0.6922 1.1658
O 4.3460 1.1801 1.7401
O 6.1075 1.6428 -0.1110
C 6.9319 1.0690 -1.1072
O 6.4884 1.7873 2.2339
C 7.8109 1.3975 2.5415
H 3.5249 -0.5746 -1.4286
H 2.8271 -0.1133 0.1349
H 3.7422 1.0843 -0.8399
H 6.3237 0.8504 -1.9887
H 7.4053 0.1473 -0.7558
H 7.7092 1.7869 -1.3839
H 8.4111 1.3441 1.6293
H 7.8027 0.4235 3.0373
H 8.2501 2.1370 3.2155
C 5.1815 -2.7314 -6.6521
O 6.3724 -3.1682 -6.0182
P 7.1804 -2.0732 -4.9501
O 5.8460 -1.5852 -4.3758
O 7.6075 -1.1225 -6.2268
C 8.4319 -1.6964 -7.2230
O 7.9884 -0.9781 -3.8819
C 9.3109 -1.3678 -3.5743
H 5.0249 -3.3400 -7.5444
H 4.3271 -2.8786 -5.9810
H 5.2422 -1.6811 -6.9558
H 7.8237 -1.9149 -8.1046
H 8.9053 -2.6181 -6.8716
H 9.2092 -0.9785 -7.4997
H 9.9111 -1.4212 -4.4865
H 9.3027 -2.3418 -3.0786
H 9.7501 -0.6284 -2.9003
C -10.3704 2.9514 6.8220
O -9.2569 3.8123 6.6490
P -7.6765 3.1095 6.6126
O -8.1794 1.9227 5.7836
O -7.7879 2.7440 8.2158
C -7.9384 3.8190 9.1230
O -6.0962 2.4066 6.5761
C -5.0584 3.3510 6.7397
H -11.2038 3.5418 7.2067
H -10.6666 2.5272 5.8553
H -10.1580 2.1473 7.5343
H -8.9749 3.8496 9.4684
H -7.6826 4.7761 8.6587
H -7.2843 3.6533 9.9838
H -5.1573 3.8582 7.7031
H -5.0952 4.0838 5.9297
H -4.0980 2.8309 6.7066
C 9.9595 -6.1499 -3.7861
O 10.7959 -6.8244 -4.7116
P 10.7743 -6.3073 -6.3624
O 10.7066 -4.8350 -5.9425
O 9.2457 -6.8968 -6.5406
C 9.0537 -8.2856 -6.3513
O 10.7528 -5.7902 -8.0132
C 11.3437 -6.7181 -8.8993
H 9.7911 -6.8089 -2.9326
H 10.4583 -5.2421 -3.4267
H 8.9886 -5.8952 -4.2237
H 8.5733 -8.4489 -5.3832
H 10.0019 -8.8307 -6.3821
H 8.3974 -8.6656 -7.1395
H 10.8104 -7.6716 -8.8592
H 12.3925 -6.8685 -8.6308
H 11.2894 -6.3209 -9.9158
*
```